# C22H63FeN3O12S

C22H63FeN3O12S as an isolated structure (wB97M-V/def2-TZVPD, the OMol25 dataset).

Structure (ORCA input):
```
! RIJCOSX wB97M-V def2-TZVPD def2/J DEFGRID3
* xyz 1 6
H 0.378 -8.577 -1.381
C -3.319 4.580 2.958
H -3.414 3.870 3.780
H 0.977 5.068 0.109
H -2.297 7.034 -5.747
H -9.240 0.324 -1.143
H 0.186 -3.917 -3.864
H -2.307 5.052 0.530
H 0.167 -10.861 -0.622
O 0.585 -0.594 -0.379
O 8.392 1.880 4.036
C 0.911 -3.178 -6.918
H -2.274 4.174 -7.018
H -1.946 3.626 -4.809
C -0.336 6.923 -0.016
H 2.016 -2.438 3.257
H -5.451 0.635 -2.277
H 0.930 -2.269 -4.907
H -7.172 -6.885 -3.989
O -1.743 4.538 -5.031
N 0.190 4.581 0.513
H -6.873 0.860 -0.538
C 1.966 -2.257 4.331
N 1.392 1.630 5.209
C -0.145 0.234 6.504
C 1.328 0.690 6.326
H -0.683 -2.523 -5.671
H 2.117 2.285 5.467
H -2.370 6.686 -7.546
O -6.346 0.914 -2.484
H -1.231 -8.853 -0.798
C 9.591 2.311 4.661
H -0.178 -0.570 7.239
H 6.958 -0.095 2.887
H -3.433 4.782 -5.941
C 8.548 1.441 2.700
O 0.269 -4.139 -4.794
H 8.140 -0.338 0.469
C -6.646 -6.092 -4.520
H -0.958 6.568 -0.838
H 2.099 -1.314 6.681
Fe 1.649 1.397 1.977
O -1.348 -0.059 -1.599
H -0.084 -10.312 1.076
C -1.850 5.512 1.407
H 10.340 1.529 4.782
C 0.326 -10.059 0.098
H -0.433 -7.017 0.213
H -0.621 7.927 0.299
C -2.011 6.374 -6.565
H -7.241 -5.207 -4.293
H 2.000 -3.166 -6.935
H -3.551 5.574 3.340
O -5.244 -5.823 -2.550
H -4.658 -5.214 -4.367
C -0.189 -8.810 -0.480
H -8.909 0.342 -2.830
H 2.940 -2.531 4.737
H 3.286 -0.356 6.127
C -7.178 0.396 -1.476
C -8.557 0.746 -1.880
H -2.402 6.441 1.554
C 7.268 0.269 0.712
H 0.545 -4.118 -7.333
H 9.493 2.631 5.698
H 9.357 0.716 2.613
H 6.455 2.217 3.110
H 0.688 7.103 -0.342
H -6.920 -0.659 -1.388
H 7.156 1.130 0.052
H 0.648 -2.392 -7.626
H 1.407 -9.943 0.172
H 1.306 -2.961 4.837
O 1.937 -0.883 4.539
C -0.353 5.791 1.064
C 2.223 -0.519 5.946
H -0.422 4.468 -0.283
H 10.052 3.175 4.182
O -1.249 -2.262 -0.432
O -0.962 -0.123 0.753
H 1.659 1.149 7.257
H -0.606 0.053 5.532
C 0.314 -2.933 -5.513
C 7.193 0.738 2.224
O -1.982 4.622 2.526
H 0.145 6.049 1.998
H 6.443 -0.434 0.593
C -2.394 4.926 -6.238
H -4.743 -7.017 -4.142
H 8.882 2.282 2.093
H -8.832 1.791 -1.742
H 0.559 2.166 5.406
H -4.457 -5.339 -2.289
N 6.097 1.712 2.312
H -0.733 1.043 6.938
S -0.863 -0.874 -0.478
H -0.935 6.445 -6.722
H -6.593 -6.275 -5.593
H 6.469 2.381 1.654
C -5.223 -6.054 -3.964
O 0.041 -7.796 0.512
H -4.120 4.250 2.297
*
```

Atom charges from the Löwdin analysis, given in e for atoms 1 to 5: 0.11, -0.13, 0.09, 0.06, 0.07


# C22H63N3O8

A 8-piece molecular cluster, C22H63N3O8 overall (wB97M-V/def2-TZVPD, the OMol25 dataset).

Structure (ORCA input):
```
! RIJCOSX wB97M-V def2-TZVPD def2/J DEFGRID3
* xyz 0 1
H -5.212 0.716 -2.976
H 1.237 -4.453 -2.056
H -1.158 2.457 4.567
H 0.647 1.552 1.101
H -3.255 1.751 -4.191
C -3.307 2.641 1.397
H 3.877 -0.183 2.146
H 0.534 3.265 0.731
C 0.202 5.308 5.388
H 4.128 -0.475 -2.168
H -0.198 -1.634 -4.797
H -1.531 -3.523 -3.566
H 0.474 -1.701 6.793
H -1.895 1.894 -0.041
C 0.615 -1.078 -1.110
H 0.312 -1.977 -1.664
O 1.538 -1.511 5.112
H 0.812 -0.048 6.352
H 0.899 4.706 2.792
C 3.899 -0.692 -3.210
O 2.711 -4.626 0.094
H -4.059 2.231 2.081
H 0.574 -0.691 3.479
O -1.908 -4.498 -5.271
H 0.059 2.604 5.680
H 1.992 2.573 1.611
H -0.393 5.385 6.298
H -5.658 -1.164 -3.501
O -0.044 -1.116 0.137
H -5.330 5.025 0.332
H 2.459 -0.290 1.160
H 0.157 1.087 -1.305
H -1.352 -0.002 1.122
H -1.138 -5.058 -5.141
H 2.547 -5.500 -2.633
H 6.917 -0.573 -4.280
H 5.502 -2.099 -3.513
H 3.576 0.230 -3.701
C -3.623 0.769 -4.503
C 3.143 -3.998 -1.127
H 3.060 -1.378 -3.335
C 0.505 -1.012 5.946
O 6.112 -0.159 -3.951
C 0.745 3.837 3.438
H 0.535 -1.544 0.803
H -0.842 -0.040 -2.310
C -3.582 0.556 -0.058
H -2.571 -2.646 -4.708
C 5.123 -1.174 -3.969
C -1.670 -3.250 -4.625
H 0.709 0.273 -2.801
C 3.123 -0.888 1.792
N -0.749 3.061 5.280
H 4.203 -4.221 -1.267
H -1.174 1.291 2.081
O -3.947 3.444 0.424
O 0.266 2.712 2.722
H 2.968 -2.927 -1.044
H -5.393 4.068 1.799
H -3.872 0.931 -1.039
H 2.168 0.072 3.916
H -4.101 5.212 1.521
H -3.077 -0.392 -0.270
C -0.344 -2.677 -5.099
C 1.582 -0.859 3.868
C 2.415 -1.699 2.861
N 1.520 -2.642 2.191
H 1.074 -3.268 2.853
H 2.116 -3.226 1.604
H -5.728 1.305 -4.545
H 1.633 3.502 3.986
H -0.501 -1.031 5.527
C -4.718 4.451 1.027
N -1.876 0.697 1.647
H -2.991 0.031 -4.006
H -4.442 0.269 0.550
C 2.300 -4.494 -2.294
H 1.708 -1.095 -1.065
H -3.477 0.742 -5.581
H 3.142 -5.486 0.086
H 2.434 -3.828 -3.153
C -5.063 0.593 -4.050
C 0.909 2.547 1.465
C 0.139 0.160 -1.871
C -0.359 4.213 4.472
H 3.121 -2.248 3.499
O -5.575 -0.721 -4.347
H -1.203 4.608 3.905
H 3.572 -1.564 1.059
H 1.195 5.046 5.766
C -2.622 1.485 0.679
H -0.294 -2.664 -6.189
H -2.557 3.167 2.000
H 4.841 -1.462 -4.989
H 0.491 -3.239 -4.678
H 0.268 6.257 4.857
*
```

Results
SMILES   COC[C@H](C)N.COC[C@H](C)N.COC[C@H](C)N.CCO.CCO.CCO.CCO.CCO

Atom charges from the Löwdin analysis, given in e for atoms 1 to 5: 0.09, 0.07, 0.06, 0.06, 0.07


Ordered strongest force on any atom results: 5.7, 1.9; unit eV/A.
Ordered energy relative to the best compared isomer or geometry (same formula, charge and spin) results: 363.2, 17.5; unit kcal/mol.